{
  "formula": "C51H39AsBrN3O2PS2V",
  "method": "ωB97M-V/def2-TZVPD",
  "symbols": ["V", "Br", "C", "C", "C", "C", "C", "N", "C", "O", "O", "H", "H", "H", "S", "C", "C", "C", "C", "C", "C", "C", "C", "C", "N", "H", "H", "H", "H", "H", "H", "N", "C", "C", "C", "C", "C", "C", "P", "C", "C", "C", "C", "C", "C", "C", "C", "C", "C", "C", "C", "H", "H", "H", "H", "H", "H", "H", "H", "H", "H", "H", "H", "H", "H", "H", "H", "S", "C", "C", "C", "C", "C", "C", "As", "C", "C", "C", "C", "C", "C", "C", "C", "C", "C", "C", "C", "H", "H", "H", "H", "H", "H", "H", "H", "H", "H", "H", "H", "H", "H"],
  "xyz": [[-1.0530, 0.4021, -0.3359], [-0.1393, 3.9737, -4.7925], [0.4528, 2.1781, -4.8800], [0.8910, 1.6540, -6.0914], [1.3028, 0.3338, -6.1083], [1.2624, -0.4063, -4.9348], [0.8052, 0.2254, -3.7932], [0.4050, 1.4980, -3.7578], [0.6802, -0.5011, -2.4899], [1.4193, -1.3863, -2.1327], [-0.3156, -0.0644, -1.7328], [0.8923, 2.2582, -6.9864], [1.6564, -0.1177, -7.0252], [1.5526, -1.4470, -4.8937], [-5.3484, -0.0585, 0.6796], [-5.2736, -0.2667, -1.0181], [-4.0059, -0.1807, -1.5095], [-3.0308, 0.0214, -0.4963], [-3.6337, 0.1479, 0.7374], [-2.8418, 0.4826, 1.8855], [-3.3380, 0.7517, 3.1617], [-2.4543, 1.0098, 4.1857], [-1.0842, 0.9420, 3.9325], [-0.6607, 0.6957, 2.6477], [-1.5119, 0.5305, 1.6210], [-6.1860, -0.4313, -1.5703], [-3.7920, -0.2533, -2.5674], [-4.4085, 0.7629, 3.3138], [-2.8155, 1.2489, 5.1771], [-0.3579, 1.0978, 4.7171], [0.3934, 0.6128, 2.4187], [2.0211, -1.1422, 0.8666], [1.7120, -2.3037, 1.5929], [2.6594, -2.8609, 2.4537], [2.3781, -4.0155, 3.1566], [1.1453, -4.6372, 3.0124], [0.1890, -4.0751, 2.1893], [0.4474, -2.8987, 1.4782], [-0.8806, -2.1421, 0.4640], [-2.3166, -2.6277, 1.4938], [-3.4367, -3.2569, 0.9599], [-4.4750, -3.6548, 1.7899], [-4.4114, -3.4200, 3.1546], [-3.3103, -2.7656, 3.6902], [-2.2699, -2.3747, 2.8653], [-1.0320, -3.2787, -0.9659], [-1.8018, -2.8611, -2.0515], [-2.0429, -3.7111, -3.1189], [-1.5072, -4.9903, -3.1167], [-0.7089, -5.3997, -2.0596], [-0.4663, -4.5511, -0.9893], [2.9920, -0.8957, 0.9984], [1.8352, -1.2711, -0.1248], [3.6287, -2.3853, 2.5511], [3.1321, -4.4428, 3.8045], [0.9291, -5.5535, 3.5447], [-0.7808, -4.5476, 2.1067], [-3.4989, -3.4482, -0.1040], [-5.3340, -4.1611, 1.3691], [-5.2096, -3.7570, 3.8030], [-3.2549, -2.5706, 4.7539], [-1.3985, -1.8939, 3.2932], [-2.2128, -1.8650, -2.0530], [-2.6525, -3.3764, -3.9489], [-1.7073, -5.6621, -3.9409], [-0.2787, -6.3927, -2.0667], [0.1687, -4.8827, -0.1804], [-2.0153, 2.4429, -0.8015], [-0.8888, 3.7966, -0.6659], [-1.4129, 5.0716, -0.8971], [-0.6105, 6.1872, -0.7564], [0.7200, 6.0503, -0.3740], [1.2392, 4.7908, -0.1449], [0.4451, 3.6524, -0.3014], [1.1789, 1.8785, -0.0333], [2.0948, 2.2966, 1.6561], [3.3399, 1.7788, 1.9923], [3.9081, 2.0547, 3.2281], [3.2389, 2.8540, 4.1413], [1.9955, 3.3782, 3.8144], [1.4236, 3.0912, 2.5853], [2.6827, 1.9460, -1.2947], [2.8126, 2.9872, -2.2078], [3.8707, 3.0161, -3.1022], [4.8190, 2.0033, -3.1014], [4.6888, 0.9498, -2.2107], [3.6228, 0.9173, -1.3248], [-2.4525, 5.1641, -1.1841], [-1.0272, 7.1691, -0.9400], [1.3492, 6.9233, -0.2623], [2.2743, 4.6779, 0.1550], [3.8894, 1.1823, 1.2743], [4.8796, 1.6459, 3.4745], [3.6890, 3.0798, 5.0989], [1.4705, 4.0152, 4.5146], [0.4500, 3.5002, 2.3433], [2.0830, 3.7797, -2.2379], [3.9480, 3.8368, -3.8042], [5.6511, 2.0316, -3.7925], [5.4123, 0.1450, -2.2054], [3.5179, 0.0639, -0.6688]],
  "atomic_forces_ev_per_a": [[-1.404, 1.456, 1.911], [0.063, 0.006, 0.009], [0.008, -0.014, 0.218], [0.021, -0.077, -0.074], [0.048, 0.052, -0.003], [0.034, -0.140, 0.237], [-0.284, 0.139, -0.024], [-0.134, 0.006, -0.130], [1.099, -0.690, -0.637], [-0.300, 0.260, -0.080], [1.461, -1.238, -3.142], [0.012, 0.027, 0.018], [-0.039, 0.014, -0.025], [0.062, 0.022, -0.022], [0.308, 0.121, -0.055], [-0.085, 0.012, 0.109], [-0.013, -0.068, -0.175], [-0.351, 0.014, 0.497], [-0.358, -0.126, -0.246], [-0.103, 0.125, 0.216], [0.080, 0.042, -0.088], [0.013, 0.003, -0.076], [-0.064, 0.024, -0.002], [0.135, -0.063, 0.154], [-0.386, -0.083, 1.452], [0.024, -0.023, -0.015], [0.023, -0.010, 0.019], [0.004, -0.030, 0.050], [-0.018, -0.041, 0.004], [0.032, -0.014, -0.029], [-0.031, 0.003, -0.039], [-0.025, -0.116, -0.077], [-0.179, -0.115, 0.039], [-0.045, -0.008, 0.021], [0.071, 0.070, -0.024], [-0.074, -0.128, 0.034], [0.082, 0.016, 0.045], [0.120, 0.377, -0.034], [-0.032, -0.705, 0.005], [-0.055, 0.074, 0.020], [0.063, 0.026, -0.059], [-0.065, -0.027, -0.017], [0.008, 0.005, 0.030], [-0.020, 0.002, 0.010], [0.000, 0.007, -0.075], [0.023, 0.160, -0.048], [0.118, -0.054, 0.048], [-0.024, 0.009, -0.023], [-0.011, 0.025, -0.037], [0.003, -0.069, -0.011], [-0.008, 0.059, -0.006], [0.008, 0.036, 0.019], [0.030, 0.046, -0.046], [0.004, -0.006, -0.011], [-0.013, 0.004, 0.021], [-0.010, 0.014, 0.007], [0.012, -0.008, -0.008], [0.000, -0.033, 0.013], [0.009, 0.008, -0.018], [-0.024, 0.035, -0.017], [0.003, -0.014, -0.003], [0.011, -0.011, 0.050], [-0.112, 0.036, -0.045], [0.001, 0.001, 0.009], [0.030, -0.005, 0.000], [0.029, 0.016, 0.025], [-0.010, -0.031, 0.002], [-0.034, -0.105, -0.065], [0.163, -0.211, 0.128], [0.044, -0.065, 0.005], [-0.074, -0.013, -0.045], [0.072, 0.064, 0.001], [-0.011, -0.100, 0.002], [-0.010, 0.174, -0.132], [0.370, 1.309, 0.392], [-0.105, -0.224, 0.108], [-0.056, -0.009, -0.197], [0.065, -0.032, 0.018], [-0.015, 0.046, 0.011], [0.036, -0.032, 0.031], [-0.020, 0.001, -0.109], [-0.088, -0.387, -0.060], [-0.117, 0.035, 0.018], [0.065, -0.020, -0.031], [-0.022, 0.026, 0.000], [0.036, -0.056, 0.014], [-0.127, -0.052, 0.080], [0.000, 0.045, 0.014], [0.023, 0.008, 0.005], [-0.011, -0.002, 0.025], [0.018, 0.046, 0.003], [0.041, 0.019, 0.052], [0.010, 0.025, -0.013], [-0.001, -0.014, 0.001], [-0.003, -0.008, 0.004], [-0.001, 0.037, 0.001], [-0.090, 0.063, -0.043], [0.006, -0.005, 0.013], [-0.010, 0.000, -0.009], [-0.007, -0.003, -0.014], [0.080, 0.032, -0.080]],
  "total_energy_ha": -9173.0053,
  "gap_ev": [6.548, 7.064],
  "e_homo_ev": [-10.107, -10.191],
  "mol_weight_g_mol": 1026.770,
  "de_lowest_kcal_mol": 12.5,
  "lumo_ha": [-0.1308, -0.1149],
  "charge": 1,
  "multiplicity": 2
}